1.
The following is a quantum chemistry calculation of a cluster of 3 separate species, C11H30N3O10P2S in total at a distorted geometry, from the OMol25 dataset.

Output
Kohn-Sham gap = 6.049 eV
net charge = +1
2S+1 = 1
energy = -2434.397716 Eh

CARTESIAN COORDINATES (ANGSTROEM)
1 S -1.1511 2.0639 3.8294
2 P 3.2636 3.1525 -1.5370
3 P 1.5171 -3.1873 -2.8222
4 O 2.4327 4.3518 -0.8548
5 O 1.4008 -1.6966 -2.8069
6 O 2.1208 2.2647 -2.2460
7 O 0.0660 2.2319 2.8411
8 O 3.7293 2.2488 -0.2856
9 O 2.6170 -3.7652 -3.8496
10 O -0.9172 3.1451 4.9505
11 O 0.1672 -3.9690 -3.2269
12 O 1.9232 -3.8524 -1.4126
13 O 4.3737 3.5869 -2.4396
14 N -3.8477 0.7848 4.4546
15 N -4.8982 -1.5347 4.0343
16 N -2.9134 -0.8806 2.6949
17 C -4.0554 1.7780 3.2917
18 C 2.7383 1.6253 0.5051
19 C 3.0781 -3.3435 -0.7772
20 C 2.6597 -5.1580 -4.0828
21 C 2.5655 1.2418 -3.1128
22 C -3.5204 -0.1931 1.4538
23 C 3.1799 5.3332 -0.1657
24 C -0.5508 -3.4558 -4.3299
25 C -4.5801 1.0024 1.9063
26 C -3.9490 -0.5730 3.7906
27 C -2.6750 2.5626 2.8605
28 H -4.6380 0.9287 5.1530
29 H 4.0950 5.5876 -0.7072
30 H 2.5299 0.6312 0.1015
31 H -4.0272 -1.0242 0.7931
32 H -2.9088 -1.9251 2.5700
33 H -1.1962 0.7498 4.3222
34 H -5.2904 -2.0329 3.1799
35 H 3.4423 0.7341 -2.7014
36 H 2.5698 6.2347 -0.0705
37 H 3.1314 -2.2550 -0.8641
38 H -4.5645 1.8390 1.0565
39 H 0.1288 -3.1387 -5.1258
40 H -4.8456 2.5952 3.6438
41 H 2.8086 1.6697 -4.0884
42 H 2.3424 -5.7263 -3.2037
43 H -1.2040 -4.2411 -4.7177
44 H 2.0115 -5.4005 -4.9287
45 H -2.4149 2.3957 1.7109
46 H 1.7614 0.5119 -3.2336
47 H -5.2747 -1.8139 4.9700
48 H -5.6926 0.6420 1.9832
49 H 3.0391 -3.6067 0.2826
50 H -1.1626 -2.6103 -4.0061
51 H -2.8268 3.7310 2.9936
52 H -2.6061 0.2965 0.8883
53 H 3.9693 -3.7933 -1.2221
54 H 1.8144 2.2101 0.5331
55 H 3.4316 4.9678 0.8331
56 H 3.1178 1.5191 1.5238
57 H 3.6848 -5.4407 -4.3325

Force components x, y, z for each atom (eV/Å):
6.45 6.85 -0.14
0.88 0.35 -1.11
0.06 0.93 -0.13
-0.38 -1.35 -1.00
0.33 -2.20 -0.15
0.06 1.60 1.35
-4.73 -1.95 2.68
0.49 0.71 -0.91
-0.57 1.36 0.69
-2.14 -4.61 -3.03
1.25 -0.12 1.34
-1.46 -0.05 -1.16
-1.48 -0.79 1.65
-2.00 -3.44 -1.93
1.01 0.64 -0.39
-4.59 0.83 2.28
0.09 1.06 -1.92
-0.50 -0.34 0.41
0.84 0.33 0.41
0.04 -0.88 -0.22
0.18 -0.70 -0.83
0.43 1.13 -1.14
0.51 0.62 0.45
-0.50 0.40 -0.67
0.24 0.91 -0.48
1.13 0.43 -0.19
-1.10 0.10 -0.87
1.34 -0.56 -1.15
-0.08 -0.07 0.04
-0.09 0.05 0.01
0.91 1.93 1.17
-0.02 1.35 0.20
-0.45 0.96 -0.50
1.22 0.40 1.73
-0.05 -0.01 -0.11
-0.03 -0.24 -0.08
0.00 -0.09 -0.04
-0.08 -1.95 1.83
-0.12 0.04 0.02
1.69 -2.02 -0.73
0.13 -0.05 0.13
0.03 0.04 -0.10
0.18 0.02 0.18
0.04 -0.07 0.11
-0.42 0.18 2.65
0.17 0.23 0.18
0.18 0.95 -1.20
2.19 0.49 0.05
-0.12 -0.06 -0.22
0.11 -0.01 -0.14
0.75 -2.55 0.10
-2.06 -1.14 0.94
-0.02 0.10 0.05
0.09 -0.09 0.04
0.05 0.06 -0.04
0.04 0.10 -0.16
-0.12 0.18 0.04

2.
The following is a quantum chemistry calculation of a cluster of 12 separate species, C29H57N12O17 in total at a distorted geometry, from the OMol25 dataset.

Output
Kohn-Sham gap = 4.069 eV
ΔE to the lowest compared entry with this formula, charge and spin = 1.591 eV
net charge = +1
2S+1 = 1
energy = -3073.671233 Eh

CARTESIAN COORDINATES (ANGSTROEM)
1 O -1.0376 -3.9053 3.7603
2 O -2.5794 -5.0387 2.8320
3 O 4.1584 0.2484 1.9584
4 O -2.2079 -4.6060 -1.3289
5 O -0.1758 -2.2239 -0.6837
6 O -7.0846 -1.9975 1.4098
7 O 1.0236 4.9663 -0.8495
8 O 3.7843 2.1566 -2.3679
9 O -4.4079 0.4786 0.5994
10 O -0.9036 5.4600 -1.8258
11 O 3.5692 2.5805 -4.4735
12 O 5.6460 -1.0558 2.6600
13 O -3.8979 -0.5937 4.4499
14 O -2.8710 1.2788 3.9424
15 O -4.0117 0.6764 -1.5026
16 O -3.5382 -2.8964 -1.3248
17 O -7.1474 -4.2312 1.0924
18 N 4.2500 2.3211 -3.4740
19 N -0.1820 -1.0027 -0.3678
20 N -6.6785 -3.1717 1.6285
21 N 0.0880 5.7455 -1.2171
22 N 3.5418 -3.9820 0.1584
23 N -1.6584 -4.8866 3.7026
24 N 4.6472 -0.3727 2.8528
25 N 6.1748 3.7779 0.1771
26 N 0.8454 2.9000 -5.1136
27 N -2.9145 -3.7577 -1.8303
28 N -4.6391 0.3549 -0.5279
29 N -3.8359 0.5414 4.0806
30 C -0.9861 0.8771 1.2221
31 C -6.0420 -0.1419 -0.7812
32 C 4.1185 3.2314 0.9264
33 C -1.1984 -6.1669 4.3493
34 C 4.1502 -0.1549 4.2811
35 C 0.3761 7.1563 -0.8769
36 C -1.0562 2.3393 -6.3961
37 C -5.5359 -3.2513 2.5065
38 C 3.9110 -3.8084 1.5359
39 C -3.0287 -3.6065 -3.3666
40 C 0.0770 1.6984 0.5649
41 C -5.1879 1.2489 3.5934
42 C 1.7411 -0.4235 -1.5790
43 C 5.7270 4.9761 0.7937
44 C 2.2660 -4.3796 -0.1674
45 C 2.5586 -4.1059 2.2369
46 C -0.5062 -0.6819 1.0323
47 C 5.7176 2.0052 -3.5992
48 C 4.4482 4.6473 1.2996
49 C 0.4843 2.4342 -6.3113
50 C -1.7577 -1.4445 1.4362
51 C 0.3376 -0.0538 -1.3937
52 C -0.5152 -0.3062 -2.6217
53 C 1.6626 -4.4553 1.1643
54 C 0.5680 -0.9113 2.0700
55 C -1.5457 2.8774 -5.0179
56 C -0.2529 3.1990 -4.2269
57 C 0.1068 1.5517 -0.9582
58 C 5.3636 2.6862 0.2068
59 H 0.6470 2.2096 -1.4946
60 H 1.9726 -4.5972 -1.1460
61 H -1.3035 -2.3988 1.7101
62 H 4.1650 -3.9197 -0.6130
63 H -5.0235 -4.3241 2.2764
64 H 1.2335 7.3749 -0.3013
65 H 3.3058 2.5971 1.3217
66 H -4.9205 2.1635 2.9787
67 H 0.7682 -1.8363 2.1851
68 H -0.2177 2.6628 0.5493
69 H -0.5147 -5.9934 5.0747
70 H -6.2444 0.1800 -1.7823
71 H -4.9435 -2.3325 2.3903
72 H 0.5450 -0.5651 2.9305
73 H 7.1152 3.6618 -0.2349
74 H 0.5735 -4.8518 1.3530
75 H 3.8790 5.3208 1.6570
76 H -0.7518 1.9409 -1.2817
77 H 2.0133 -1.4007 -1.9223
78 H 4.5028 -1.0369 4.8038
79 H -2.1185 -6.8920 4.8110
80 H 6.0740 2.5610 -2.7868
81 H 2.3597 0.1617 -2.3320
82 H 6.3779 5.7647 0.9167
83 H -5.7968 1.5575 4.3345
84 H -0.3119 0.6483 -3.4165
85 H 6.0141 2.6620 -4.3417
86 H 2.3669 -4.1209 3.3564
87 H -5.6817 0.4188 2.9505
88 H -1.5512 1.9918 -7.2792
89 H -2.4704 -1.5210 0.6125
90 H 5.8141 0.9881 -3.4123
91 H -6.0427 -1.0535 -0.7776
92 H 1.6079 -0.6411 1.6612
93 H 1.1251 1.6299 0.9786
94 H -2.6694 2.9741 -4.6843
95 H -0.4162 7.4996 -0.1803
96 H 2.3485 -0.2225 -0.8903
97 H 3.0239 -0.1325 4.3057
98 H -6.7219 0.1957 0.0487
99 H 1.9763 2.8795 -5.0445
100 H -3.9242 -4.3762 -3.6924
101 H -0.3668 -1.1913 -2.9850
102 H -0.3273 3.5523 -3.2892
103 H -1.9280 -4.1020 -3.6605
104 H -3.0295 -2.6377 -3.6123
105 H 4.9883 -3.5649 1.8116
106 H 1.2913 2.3781 -7.1082
107 H 0.2121 7.7586 -1.7629
108 H -2.1805 -1.2655 2.3249
109 H 5.4902 1.5507 -0.2430
110 H -0.9139 1.1060 2.2756
111 H -5.7722 -3.1385 3.4795
112 H -1.9658 0.9804 0.8230
113 H -0.5678 -6.7592 3.6918
114 H -1.5879 -0.2786 -2.3776
115 H 4.5144 0.9828 4.6997

Force components x, y, z for each atom (eV/Å):
2.11 2.81 1.43
1.32 0.06 2.42
-1.71 0.81 -0.72
-0.55 0.38 0.05
-0.40 4.81 1.28
0.32 -2.76 0.23
-2.60 0.92 -0.99
-0.13 0.25 -0.34
2.73 0.70 4.62
-0.07 -0.22 0.16
1.68 0.03 0.69
-0.56 -0.33 1.14
0.57 -0.51 0.26
0.21 -1.29 0.58
1.57 0.13 -0.21
-1.54 1.92 3.08
1.41 3.62 1.83
-1.40 -1.18 -0.07
1.24 -4.86 0.11
-2.45 -0.08 -2.34
3.69 -0.88 1.27
0.86 0.09 0.92
-3.14 -4.08 -4.07
1.74 0.28 0.39
2.21 -0.01 -0.82
1.58 0.43 1.50
1.07 -0.72 -3.46
-4.32 -0.66 -3.53
-2.13 3.26 -1.37
3.15 -1.98 -0.91
-0.37 9.52 0.27
3.91 0.30 -0.67
-3.64 -2.70 0.14
-0.38 2.30 0.40
-2.86 1.22 0.44
4.06 1.97 4.23
3.08 -2.77 -2.96
-4.30 -1.08 -0.88
2.55 -8.63 0.44
2.01 -0.90 -1.60
2.27 -2.18 -4.31
-0.33 -0.44 -6.67
-2.74 -5.08 -0.35
0.67 0.86 6.69
3.27 0.35 -2.34
-3.53 3.79 2.61
-2.26 2.60 1.07
4.84 -6.34 -4.35
-4.63 -0.08 -1.43
2.50 -3.25 -3.34
-1.93 3.31 -0.60
-1.24 7.23 -0.07
-1.78 -0.81 -0.61
3.40 1.67 -10.04
3.74 -0.82 -1.44
-3.05 -2.98 -7.47
1.09 -6.11 3.03
-4.66 0.44 2.12
3.59 1.62 -1.40
-0.47 -0.26 -1.04
-0.81 -0.91 -0.74
1.01 0.26 -0.09
-0.90 3.01 0.74
1.46 -0.60 -0.16
0.49 0.70 -0.58
0.02 -1.47 0.67
0.67 -7.10 0.64
-0.60 3.68 1.09
1.59 1.31 2.77
-0.67 0.45 -0.27
0.24 -0.66 -0.80
-1.49 4.16 7.67
-0.87 0.53 0.53
2.28 1.03 -0.47
-4.22 4.32 2.95
-4.53 0.22 -1.35
-0.81 -1.09 0.05
0.28 0.44 0.47
2.50 2.49 -1.67
0.78 0.25 1.86
-1.83 0.09 0.08
1.03 1.59 0.04
-1.69 0.51 3.00
-0.52 -2.87 2.02
1.14 -0.28 -2.69
0.28 0.03 -1.87
0.71 1.63 1.10
-0.45 0.05 0.00
-0.02 -0.15 0.31
0.63 -1.74 -0.67
0.30 -10.24 0.22
-1.32 0.36 0.38
-1.27 -0.11 -0.01
2.75 -0.15 -0.58
-0.07 -0.47 -0.50
4.30 1.41 6.83
1.24 -0.02 -0.42
0.82 0.02 -1.15
-3.90 0.62 1.21
2.36 2.44 0.62
1.36 -5.07 -2.65
0.88 1.25 3.00
-3.18 1.21 0.12
-0.70 3.51 -0.83
-1.98 -0.30 -0.32
-1.45 -0.32 1.09
0.40 -0.05 -0.19
-1.54 2.08 3.21
0.12 3.65 1.29
-0.59 -0.41 0.31
-1.58 -0.32 3.34
-0.76 0.37 -0.32
-0.70 0.13 -1.00
0.22 0.45 0.07
-0.66 -3.61 -1.36

3.
The following is a quantum chemistry calculation of the molecule C4H2Cl2 at a distorted geometry, from the OMol25 dataset.

Output
Kohn-Sham gap = 8.508 eV
ΔE to the lowest compared entry with this formula, charge and spin = 0.980 eV
net charge = 0
2S+1 = 1
energy = -1073.876657 Eh
SMILES = ClC=C=C=CCl

CARTESIAN COORDINATES (ANGSTROEM)
1 Cl 3.4432 0.6342 -0.0604
2 Cl -3.1027 1.3121 -0.0460
3 C 0.5899 0.1856 -0.0705
4 C -1.9435 0.0989 -0.1007
5 C 1.9050 -0.2161 -0.0431
6 C -0.6673 0.2733 -0.0881
7 H -2.1915 -1.0230 0.1516
8 H 1.9668 -1.2648 0.2571

Force components x, y, z for each atom (eV/Å):
-1.35 -0.23 -0.14
-0.77 0.45 -0.23
4.05 -0.36 -0.21
-0.59 -3.19 1.33
-2.90 0.36 0.75
1.35 0.31 -0.35
-0.34 2.41 -0.74
0.55 0.25 -0.42

4.
The following is a quantum chemistry calculation of a structure of composition C5H14N2O at a distorted geometry, from the OMol25 dataset.

Output
Kohn-Sham gap (alpha / beta) = 8.644 / 8.645 eV
ΔE to the lowest compared entry with this formula, charge and spin = 6.244 eV
net charge = 0
2S+1 = 1
energy = -383.471237 Eh

CARTESIAN COORDINATES (ANGSTROEM)
1 O 0.3022 0.9954 -0.9752
2 N 0.5274 -1.7680 -0.3568
3 N -0.6476 0.3783 -0.3221
4 C -0.4080 0.7834 1.5068
5 C -1.5612 1.0565 0.6419
6 C -0.7312 -1.1034 -0.5610
7 C -1.1963 -1.2957 -1.9984
8 C 2.2729 1.0707 0.8926
9 H 2.3013 2.0488 1.3606
10 H -1.1878 -2.3548 -2.2464
11 H -2.4474 0.4553 0.8195
12 H 2.2488 0.2938 1.6482
13 H -1.7031 2.0924 0.3538
14 H 3.1418 0.9317 0.2488
15 H 0.0932 1.6357 1.9374
16 H 1.4529 1.0763 0.0104
17 H -0.3675 -0.1150 2.1055
18 H 1.2186 -1.3791 -0.9910
19 H 0.8711 -1.6360 0.5867
20 H -0.5147 -0.7673 -2.6648
21 H -1.4665 -1.5027 0.1433
22 H -2.1989 -0.8962 -2.1396

Force components x, y, z for each atom (eV/Å):
-1.94 -0.13 -1.19
-0.22 0.03 -0.13
2.00 1.07 1.64
-1.39 -0.37 0.13
0.47 -0.61 -0.32
0.34 -0.27 0.08
0.03 0.12 0.09
-0.53 0.13 -1.98
0.12 0.13 0.08
-0.04 -0.01 0.07
-0.25 0.27 -0.26
-0.18 -0.14 -0.04
-0.24 -0.08 0.00
0.52 0.08 0.39
0.58 -0.14 -0.62
1.07 -0.23 2.13
-0.28 -0.09 -0.08
-0.03 0.01 0.06
-0.03 0.08 -0.03
-0.01 -0.01 0.01
0.06 0.13 0.01
-0.05 0.02 -0.04